(1)
Density functional theory data (ωB97M-V with the def2-TZVPD basis set) for 6 unconnected molecules or ions with the total composition C60H70ClN10 at a distorted geometry.

Geometry as XYZ:
```
141
Properties=species:S:1:pos:R:3:forces:R:3
C -2.733 1.008 1.255 0.54 -0.13 0.01
N -3.078 0.167 0.090 -0.20 0.60 0.06
C -2.090 -0.279 -0.707 0.10 -0.78 0.05
C -2.419 -1.085 -1.789 -0.34 -0.81 0.51
C -3.761 -1.455 -2.008 0.31 0.64 -0.25
C -4.743 -0.752 -1.297 0.04 -1.17 -0.22
C -4.382 -0.022 -0.198 0.11 0.49 -0.28
C -4.190 -2.498 -2.997 -0.33 0.55 -0.01
C -5.337 -3.251 -2.723 -0.42 0.25 -0.14
C -5.837 -4.130 -3.660 0.75 -0.45 -0.21
N -5.185 -4.299 -4.829 -0.41 0.01 0.01
C -4.112 -3.566 -5.130 0.71 -0.09 0.05
C -3.575 -2.650 -4.237 -0.29 -0.45 0.17
C -5.755 -5.256 -5.826 0.01 0.08 -0.10
H -3.632 1.240 1.815 0.02 0.03 0.01
H -2.220 1.901 0.903 -0.23 0.09 -0.05
H -2.012 0.476 1.872 -0.16 -0.13 0.07
H -1.064 -0.091 -0.336 -0.47 0.13 -0.48
H -1.660 -1.624 -2.341 0.23 0.31 0.03
H -5.770 -0.936 -1.584 -0.17 0.35 0.42
H -5.093 0.479 0.444 -0.08 -0.13 0.02
H -5.929 -3.109 -1.829 0.23 -0.17 0.17
H -6.674 -4.801 -3.509 -0.20 0.27 0.15
H -3.629 -3.786 -6.072 -0.16 0.12 -0.11
H -2.696 -2.091 -4.523 -0.03 0.03 -0.06
H -5.036 -5.422 -6.622 0.02 0.04 0.02
H -6.657 -4.795 -6.225 -0.05 -0.14 -0.05
H -5.978 -6.201 -5.336 -0.04 0.05 0.06
C 5.251 -6.873 10.344 -0.87 -0.08 0.08
N 4.370 -6.199 9.321 0.77 -0.09 0.21
C 4.219 -6.777 8.114 -0.56 -0.19 0.27
C 3.531 -6.144 7.097 0.55 0.21 0.44
C 3.087 -4.836 7.326 -0.13 -0.59 -0.65
C 3.194 -4.297 8.596 0.11 0.19 0.00
C 3.838 -5.010 9.600 0.27 0.78 -0.81
C 2.487 -4.048 6.203 -0.12 1.02 0.03
C 3.196 -3.605 5.075 0.19 -0.27 0.38
C 2.601 -2.786 4.131 0.22 0.19 0.81
N 1.318 -2.402 4.273 -0.43 0.84 -0.08
C 0.586 -2.809 5.333 0.94 -0.24 -0.08
C 1.189 -3.561 6.318 -1.22 -0.87 -0.01
C 0.648 -1.487 3.295 -0.13 -0.62 -0.21
H 4.957 -7.920 10.336 0.20 -0.05 0.21
H 5.001 -6.416 11.296 0.16 -0.18 0.12
H 6.307 -6.752 10.117 -0.07 0.14 -0.24
H 4.609 -7.784 8.040 0.10 0.04 -0.18
H 3.411 -6.668 6.160 -0.04 0.10 -0.07
H 2.886 -3.279 8.793 -0.11 -0.06 0.14
H 4.074 -4.513 10.532 -0.14 -0.42 0.26
H 4.253 -3.830 5.013 -0.02 -0.02 -0.29
H 3.185 -2.303 3.362 -0.16 -0.13 -0.22
H -0.460 -2.545 5.362 0.03 0.14 0.04
H 0.522 -3.916 7.097 0.25 0.17 0.27
H 1.313 -0.828 2.727 0.25 -0.41 0.26
H -0.082 -0.862 3.802 0.13 -0.11 0.31
H 0.103 -2.153 2.626 0.03 0.22 -0.24
C 6.657 -8.482 -0.732 -1.08 -0.39 0.49
N 6.012 -7.158 -0.964 0.29 0.08 -0.35
C 5.842 -6.316 0.068 -0.45 -0.21 0.04
C 5.201 -5.103 -0.097 0.76 0.02 -0.24
C 4.861 -4.694 -1.388 -0.13 -0.17 0.30
C 5.195 -5.531 -2.451 -1.26 -0.14 -0.10
C 5.653 -6.811 -2.209 1.16 0.51 0.12
C 4.090 -3.437 -1.633 0.57 0.22 -0.11
C 3.060 -3.436 -2.580 0.11 -0.43 -0.14
C 2.398 -2.284 -2.901 0.12 0.25 0.62
N 2.759 -1.114 -2.317 -0.22 0.23 -0.47
C 3.745 -1.068 -1.415 -0.07 -0.55 0.63
C 4.395 -2.232 -1.009 -0.22 0.54 -0.26
C 2.098 0.125 -2.813 0.44 -0.08 0.06
H 7.690 -8.373 -0.418 0.05 0.07 -0.17
H 6.512 -9.111 -1.605 0.38 0.17 -0.18
H 6.043 -8.941 0.045 0.38 -0.15 0.19
H 6.154 -6.697 1.031 0.12 0.12 0.02
H 5.104 -4.460 0.766 -0.26 -0.04 0.01
H 4.926 -5.251 -3.461 0.27 -0.07 -0.09
H 5.912 -7.516 -2.987 -0.25 0.00 -0.09
H 2.815 -4.372 -3.064 -0.26 0.11 -0.08
H 1.543 -2.222 -3.556 0.18 -0.15 -0.27
H 3.971 -0.121 -0.945 -0.06 0.13 -0.22
H 5.152 -2.107 -0.246 0.16 -0.24 -0.11
H 2.449 0.978 -2.241 0.00 -0.12 0.18
H 1.019 0.054 -2.699 0.03 -0.13 0.07
H 2.373 0.244 -3.859 -0.05 -0.03 -0.01
C 2.292 4.465 -1.501 -0.05 0.89 0.63
N 1.356 4.098 -2.578 0.11 -0.55 -0.04
C 0.037 4.260 -2.426 -0.37 0.71 -0.24
C -0.834 4.033 -3.468 -0.21 -0.70 -0.22
C -0.352 3.464 -4.644 0.60 0.08 -0.87
C 1.010 3.159 -4.717 0.37 0.27 -0.04
C 1.857 3.529 -3.693 -0.31 0.38 0.44
C -1.142 3.366 -5.914 -0.64 0.40 -0.52
C -2.509 3.082 -5.941 0.10 -0.27 0.65
C -3.237 3.139 -7.112 0.08 0.45 -0.34
N -2.648 3.545 -8.250 0.39 0.47 -0.38
C -1.354 3.906 -8.265 0.01 -0.77 0.25
C -0.580 3.750 -7.134 0.56 0.31 0.36
C -3.416 3.655 -9.537 0.19 0.33 0.39
H 2.201 5.526 -1.259 -0.21 0.03 -0.26
H 3.316 4.342 -1.836 -0.02 -0.36 0.09
H 2.042 3.915 -0.595 0.24 -0.39 -0.17
H -0.311 4.720 -1.513 0.22 -0.06 0.11
H -1.887 4.264 -3.391 0.06 0.20 0.22
H 1.432 2.749 -5.625 0.07 -0.08 0.05
H 2.936 3.485 -3.664 0.00 -0.32 -0.57
H -2.975 2.809 -5.003 -0.38 -0.03 -0.21
H -4.303 2.983 -7.209 0.01 -0.27 0.29
H -0.924 4.262 -9.193 -0.14 0.01 -0.07
H 0.465 4.019 -7.215 -0.04 0.10 -0.01
H -3.370 2.694 -10.042 -0.27 -0.02 0.01
H -2.923 4.412 -10.142 -0.04 -0.02 -0.06
H -4.413 4.006 -9.288 -0.14 -0.27 -0.21
C 0.228 2.670 3.764 0.38 -0.29 -0.17
N -0.556 3.860 3.387 -0.93 -0.19 -0.07
C -0.742 4.161 2.085 -0.42 -0.51 -0.27
C -1.679 5.108 1.701 0.43 0.74 0.77
C -2.350 5.860 2.695 0.70 0.65 -0.17
C -2.099 5.536 4.029 -1.02 -0.46 -0.21
C -1.276 4.489 4.337 0.49 -0.35 0.12
C -3.120 7.121 2.401 -0.33 -0.24 0.33
C -3.260 8.084 3.404 0.53 0.05 -0.70
C -3.821 9.311 3.093 -0.25 -0.45 0.86
N -4.353 9.556 1.894 0.06 0.27 -0.21
C -4.275 8.636 0.920 0.47 -0.42 0.00
C -3.677 7.413 1.158 0.02 -0.08 -0.06
C -4.991 10.857 1.617 -0.19 1.27 -0.04
H -0.050 2.392 4.775 0.28 0.13 0.10
H 1.293 2.857 3.644 -0.01 0.23 0.31
H 0.019 1.832 3.100 -0.26 0.22 -0.19
H -0.203 3.481 1.415 0.02 0.53 -0.04
H -1.777 5.416 0.670 -0.02 -0.31 -0.10
H -2.715 5.957 4.810 0.30 0.13 0.17
H -1.178 4.074 5.331 0.06 0.34 0.13
H -2.833 7.957 4.387 -0.06 0.13 0.05
H -3.877 10.063 3.870 -0.17 0.26 -0.26
H -4.595 8.896 -0.079 -0.41 0.20 0.18
H -3.674 6.689 0.355 0.06 0.07 -0.07
H -4.318 11.526 1.077 0.17 -0.38 -0.22
H -5.218 11.409 2.528 -0.02 -0.46 0.25
H -5.916 10.746 1.057 0.07 -0.32 -0.03
Cl 1.273 1.270 0.518 -0.51 -0.10 -0.20
```
Forces are in eV/Å.

Net charge ... +9
HOMO ... -25.26 eV
Relative energy (zero: lowest compared OMol25 entry of this formula, charge and spin) ... 421.99 kJ/mol
LUMO ... -17.822 eV

(2)
Density functional theory data (ωB97M-V with the def2-TZVPD basis set) for a single C16H13N3S molecule at a distorted geometry.

Geometry as XYZ:
```
33
Properties=species:S:1:pos:R:3:forces:R:3
C -3.860 -2.657 -0.872 0.03 -0.09 -0.04
C -4.618 -1.521 -1.107 -0.09 0.04 -0.06
C -4.345 -0.353 -0.420 0.04 -0.06 0.06
C -3.313 -0.309 0.512 -0.03 -0.15 0.01
C -2.553 -1.449 0.740 -0.09 0.00 0.06
C -2.829 -2.618 0.051 -0.01 -0.11 -0.03
H -2.233 -3.500 0.234 0.05 -0.08 0.02
H -1.741 -1.414 1.449 0.05 0.02 0.06
C -3.013 0.962 1.236 0.33 0.34 -0.26
H -2.308 0.812 2.050 -0.17 0.00 0.06
H -3.920 1.449 1.594 0.06 0.01 0.04
S -2.258 2.200 0.110 -0.35 0.18 0.18
C -0.627 1.597 -0.009 0.28 0.05 -0.16
N -0.280 0.572 0.754 -1.01 0.47 0.07
N 0.921 0.094 0.711 1.18 -0.57 0.09
C 1.843 0.606 -0.094 -0.45 0.53 -0.31
C 1.546 1.692 -0.941 -0.21 -0.18 0.26
C 0.277 2.207 -0.896 0.01 -0.26 0.22
H -0.040 3.035 -1.512 0.01 0.07 -0.10
H 2.288 2.088 -1.618 0.05 0.03 -0.04
C 3.160 -0.030 -0.061 0.55 -0.22 0.02
C 4.335 0.663 -0.346 -0.19 -0.20 0.06
C 5.541 -0.014 -0.298 -0.02 -0.04 0.01
C 5.531 -1.359 0.041 0.24 0.24 -0.07
N 4.424 -2.027 0.320 0.11 -0.51 0.11
C 3.276 -1.384 0.271 -0.33 0.33 -0.07
H 2.389 -1.957 0.501 -0.10 0.03 0.00
H 6.449 -1.930 0.098 0.12 0.04 -0.03
H 6.470 0.493 -0.510 0.08 0.01 0.00
H 4.312 1.718 -0.579 -0.01 0.07 -0.03
H -4.929 0.537 -0.608 -0.07 0.08 -0.03
H -5.422 -1.546 -1.827 -0.07 -0.01 -0.05
H -4.073 -3.569 -1.410 -0.01 -0.07 -0.04
```
Forces are in eV/Å.

SMILES ... c1ccc(CSc2ccc(-c3cccnc3)nn2)cc1
HOMO ... -8.44 eV
LUMO ... 0.214 eV

(3)
Density functional theory data (ωB97M-V with the def2-TZVPD basis set) for 2 unconnected molecules or ions with the total composition C7H13FO2Si at a distorted geometry.

Geometry as XYZ:
```
24
Properties=species:S:1:pos:R:3:forces:R:3
C 0.518 -3.186 0.797 -0.62 -0.01 0.57
C 0.165 -2.037 0.248 2.91 1.22 1.87
C -0.800 -1.244 -0.399 -1.74 0.88 -0.29
C -2.479 1.337 -0.736 0.09 -0.43 -1.71
C 1.672 1.400 1.718 -0.30 0.63 0.85
C 2.162 0.976 -1.469 -2.16 0.73 2.29
C -2.824 -0.047 -0.195 -0.82 -1.07 -2.65
O -0.859 -1.007 -1.584 0.33 -0.29 -0.83
O -1.746 -0.621 0.434 3.27 -1.82 1.27
F 3.527 -0.403 0.669 -1.68 0.69 -0.42
Si 2.068 0.308 0.285 0.31 -1.67 0.10
H 1.275 -3.466 1.556 0.34 1.12 -0.98
H -0.096 -4.070 0.728 -0.77 -0.15 -0.49
H -1.514 1.156 -1.353 -1.38 1.03 1.43
H -3.226 1.735 -1.469 0.40 -0.60 0.53
H -2.521 2.047 0.097 0.90 0.00 -0.24
H 0.942 2.254 1.696 0.63 -1.00 -0.47
H 1.376 0.746 2.535 -0.35 -0.17 0.06
H 2.626 1.783 2.099 0.08 0.18 -0.34
H 2.575 0.182 -1.978 1.30 -1.36 -1.65
H 1.117 1.087 -1.802 0.38 0.11 -0.04
H 2.677 1.931 -1.469 0.26 -0.06 -0.24
H -3.108 -0.833 -1.009 -0.16 1.85 1.08
H -3.526 -0.027 0.601 -1.21 0.20 0.31
```
Forces are in eV/Å.

HOMO (spin up / spin down) ... -8.06 / -8.07 eV
Relative energy (zero: lowest compared OMol25 entry of this formula, charge and spin) ... 0.00 kJ/mol
LUMO (spin up / spin down) ... -0.548 / -0.544 eV

(4)
Density functional theory data (ωB97M-V with the def2-TZVPD basis set) for a single C2H5NO molecule at a distorted geometry.

Geometry as XYZ:
```
9
Properties=species:S:1:pos:R:3:forces:R:3
C 0.273 1.363 0.020 -1.81 7.34 1.11
C -0.564 -1.001 0.001 -0.53 0.79 -3.91
N 0.349 0.107 -0.101 5.16 -7.06 -0.94
O 1.842 -0.279 -0.055 -4.78 0.57 0.18
H 1.165 1.963 0.024 -0.12 -0.01 -0.19
H -0.731 1.801 0.102 0.64 -0.12 0.13
H -0.413 -1.519 0.840 1.16 -2.27 3.40
H -1.686 -0.843 0.072 1.46 0.83 -0.82
H -0.234 -1.592 -0.902 -1.20 -0.07 1.05
```
Forces are in eV/Å.

HOMO (spin up / spin down) ... -5.92 / -11.11 eV
Relative energy (zero: lowest compared OMol25 entry of this formula, charge and spin) ... 169.08 kJ/mol
LUMO (spin up / spin down) ... 0.957 / -1.627 eV
2S+1 ... 3

(5)
Density functional theory data (ωB97M-V with the def2-TZVPD basis set) for a molecular structure, C35H39AgBCl2N5O4 at a distorted geometry.

Geometry as XYZ:
```
87
Properties=species:S:1:pos:R:3:forces:R:3
Ag -0.915 -0.031 -1.469 -0.56 -0.01 0.81
C -0.219 -3.361 -2.917 0.06 0.14 0.08
N 0.201 -2.063 -2.425 0.15 -0.14 -0.24
C 1.437 -1.907 -2.126 -0.06 -0.04 -0.02
C 2.023 -0.663 -1.743 0.12 0.25 -0.08
C 3.376 -0.437 -1.447 -0.06 -0.01 0.03
C 3.488 0.928 -1.175 -0.13 0.06 -0.09
C 2.188 1.452 -1.321 0.13 -0.03 -0.02
N 1.305 0.510 -1.670 0.29 -0.45 0.10
C -0.171 -3.396 -4.433 0.09 0.12 0.09
C 0.687 -4.247 -5.120 -0.05 -0.03 -0.06
C 0.783 -4.200 -6.509 -0.06 0.00 0.08
C 0.024 -3.287 -7.225 -0.01 -0.02 0.04
C -0.835 -2.428 -6.544 -0.01 -0.02 0.01
C -0.934 -2.484 -5.163 0.00 0.03 -0.03
H -1.245 -3.523 -2.579 -0.01 -0.08 0.02
H 0.408 -4.174 -2.521 0.01 -0.05 0.00
H 2.129 -2.762 -2.171 0.04 -0.03 0.02
H 4.158 -1.186 -1.405 -0.06 0.03 -0.04
H 4.383 1.472 -0.912 -0.02 0.04 0.07
H 1.878 2.480 -1.181 -0.03 -0.05 0.05
H 1.296 -4.950 -4.559 -0.01 0.04 -0.02
H 1.457 -4.873 -7.027 0.01 0.02 0.01
H 0.109 -3.234 -8.305 -0.01 0.00 0.02
H -1.420 -1.699 -7.095 0.01 -0.02 0.02
H -1.568 -1.789 -4.624 0.04 0.01 -0.01
Cl 4.810 3.816 1.940 -0.07 -0.35 0.08
C 3.256 4.323 2.541 -0.20 0.04 0.01
C 2.935 5.641 2.227 0.07 -0.03 0.03
C 1.708 6.181 2.546 0.03 0.05 -0.02
C 0.784 5.385 3.205 -0.09 -0.01 0.03
C 1.105 4.087 3.532 0.22 -0.09 -0.01
Cl -0.084 3.178 4.414 0.00 -0.02 0.01
C 2.351 3.465 3.213 0.05 -0.20 0.34
N 2.455 2.125 3.536 1.05 0.68 0.47
C 3.576 1.327 3.754 -0.17 0.58 0.16
C 4.747 1.806 4.348 0.08 0.05 -0.17
C 5.868 0.997 4.480 -0.09 -0.06 -0.08
C 5.810 -0.328 4.073 0.04 0.01 0.05
C 4.592 -0.844 3.638 0.00 0.03 0.02
C 3.453 -0.058 3.516 0.02 -0.07 -0.02
C 2.107 -0.701 3.301 -0.04 0.02 -0.13
C 1.196 -0.261 2.113 -0.15 -0.69 -0.04
O 0.829 0.956 2.178 -0.54 -0.67 -0.70
O 0.838 -1.155 1.331 0.11 0.79 0.47
H 3.671 6.224 1.689 -0.01 -0.02 0.02
H 1.469 7.201 2.274 -0.01 -0.02 0.01
H -0.192 5.767 3.475 0.05 -0.05 -0.01
H 1.627 1.569 3.085 -0.39 -0.04 -0.39
H 4.773 2.832 4.688 0.05 0.09 -0.08
H 6.784 1.409 4.889 -0.02 0.00 0.02
H 6.687 -0.965 4.130 -0.07 0.03 0.02
H 4.514 -1.901 3.404 -0.03 0.03 -0.01
H 1.504 -0.464 4.187 0.01 -0.10 0.07
H 2.221 -1.781 3.246 0.06 -0.04 -0.01
C -4.112 2.108 -2.755 0.05 0.00 -0.04
N -3.404 1.992 -4.028 -0.04 0.08 -0.29
C -3.690 2.978 -5.047 0.02 -0.02 0.08
C -2.210 1.387 -3.996 -0.71 0.17 0.56
N -1.334 0.741 -3.601 0.45 0.06 -1.13
H -5.165 1.856 -2.895 -0.02 0.01 -0.02
H -4.038 3.126 -2.360 0.03 0.01 0.00
H -3.666 1.417 -2.035 0.01 -0.03 0.02
H -4.732 2.896 -5.366 -0.02 -0.02 0.01
H -3.047 2.811 -5.908 0.00 -0.03 -0.02
H -3.526 3.999 -4.682 0.03 0.02 0.02
C -4.833 -0.498 2.385 -0.09 0.04 -0.04
C -3.385 -0.826 2.025 -0.12 -0.13 0.08
C -2.509 -0.616 3.256 0.11 0.08 -0.07
O -2.969 0.100 1.026 0.08 0.10 -0.14
B -2.597 -0.545 -0.165 0.40 -0.12 0.05
O -2.949 -1.911 -0.025 -0.08 0.04 -0.09
C -3.200 -2.232 1.343 0.04 0.02 0.12
C -1.983 -3.007 1.854 0.04 0.08 -0.15
C -4.423 -3.141 1.419 -0.02 0.02 -0.06
H -4.876 0.540 2.725 0.01 -0.06 -0.02
H -5.206 -1.144 3.187 -0.01 0.04 -0.05
H -5.487 -0.594 1.514 0.05 0.00 0.07
H -2.725 0.368 3.683 0.04 -0.05 -0.02
H -1.454 -0.630 2.972 -0.10 0.00 0.06
H -2.697 -1.380 4.018 -0.01 0.05 -0.01
H -1.070 -2.420 1.729 -0.02 -0.03 0.05
H -1.879 -3.907 1.241 0.00 0.01 0.04
H -2.098 -3.306 2.900 0.02 0.00 -0.04
H -5.298 -2.685 0.952 0.06 -0.03 0.05
H -4.659 -3.389 2.460 -0.02 -0.01 -0.05
H -4.198 -4.068 0.885 -0.03 0.03 0.03
```
Forces are in eV/Å.

Net charge ... -2
HOMO ... -1.01 eV
Relative energy (zero: lowest compared OMol25 entry of this formula, charge and spin) ... 165.51 kJ/mol
LUMO ... 4.250 eV